Computed, not measured: a structure of composition C8H18, with wB97M-V/def2-TZVPD.

Positions of all 26 atoms, in Å:
C -1.59 0.26 0.23
C -0.29 1.10 0.25
C -1.65 -0.69 1.43
C -1.86 -0.46 -1.09
C -0.03 1.92 -1.00
H -2.41 0.99 0.36
H 0.65 0.02 0.17
H -0.41 1.77 1.10
H -1.02 -1.09 -1.38
H -2.62 -1.19 1.48
H -0.87 -1.46 1.35
H -1.49 -0.16 2.36
H -2.75 -1.09 -1.01
H -2.03 0.25 -1.90
H -0.92 2.51 -1.27
H 0.79 2.61 -0.86
H 0.21 1.28 -1.86
C 2.81 -0.30 0.38
C 1.67 -0.96 -0.01
C 1.31 -2.14 -0.49
H 1.34 1.37 1.12
H 3.39 0.27 -0.34
H 2.14 1.08 1.06
H 3.31 -0.57 1.30
H 0.27 -2.41 -0.65
H 2.03 -2.91 -0.74

Results
Gap between HOMO and LUMO, eV: 8.60
Energy relative to the best compared isomer or geometry (same formula, charge and spin), eV: 5.970
Net charge: 0
HOMO, eV: -8.19